(1)
An isolated molecule of C4H6N2O. Source: the OMol25 dataset; level of theory: ωB97M-V/def2-TZVPD.

Last column: natural (NBO) charge in e.
Atoms and positions in Å:
C  -2.135  0.470  -0.128  -0.68
C  -0.649  0.216  -0.014  0.44
O  0.113  1.100  0.458  -0.68
C  -0.146  -1.047  -0.371  -0.34
N  1.054  -1.542  0.349  -0.38
C  1.614  -0.498  0.047  0.66
N  2.589  0.277  -0.324  -0.78
H  -2.337  1.504  -0.417  0.22
H  -2.616  -0.212  -0.836  0.22
H  -2.584  0.301  0.858  0.23
H  -0.684  -1.811  -0.918  0.21
H  2.434  1.275  -0.245  0.44
H  3.402  -0.084  -0.805  0.42

As for the HOMO-LUMO gap: 8.26 eV. As for the SMILES: CC(=O)[C@@H]1N=C1N.

(2)
An isolated molecule of C4H6N2O. Source: the OMol25 dataset; level of theory: ωB97M-V/def2-TZVPD.

Last column: natural (NBO) charge in e.
Atoms and positions in Å:
C  0.693  -0.078  -1.936  -0.65
C  0.234  -0.069  -0.515  0.17
C  -0.999  0.232  0.021  -0.40
C  -0.811  0.102  1.413  0.43
O  -1.754  0.318  2.355  -0.66
N  0.418  -0.256  1.732  -0.36
N  1.039  -0.361  0.532  -0.35
H  0.960  -1.082  -2.280  0.23
H  1.567  0.566  -2.082  0.22
H  -0.116  0.287  -2.573  0.23
H  -1.898  0.510  -0.509  0.23
H  -1.320  0.201  3.210  0.49
H  2.022  -0.584  0.514  0.40

As for the HOMO-LUMO gap: 9.69 eV. As for the SMILES: Cc1cc(O)n[nH]1.

ΔE to the lowest compared entry with this formula, charge and spin? In order: 3.639; 0.825 eV.